Record 1
The following is a DFT calculation (ωB97M-V/def2-TZVPD) of a molecular structure, C17H34O2P2Ti.

Computed properties:
⟨S²⟩   2.01
Multiplicity   3
M   380.272 g/mol
Relative energy (zero: lowest compared OMol25 entry of this formula, charge and spin)   237.8 kJ/mol
Gap between HOMO and LUMO (alpha / beta)   4.38 / 3.93 eV
Net charge   0
Strongest force on any atom   0.1145 hartree/bohr

CARTESIAN COORDINATES (ANGSTROEM)
P 1.72872 1.91118 -0.07238
P -1.46903 1.05729 -1.48307
C 0.69144 2.96726 -1.17392
C -0.82826 2.75606 -1.10290
H 1.07467 2.80528 -2.19103
H 0.90988 4.01212 -0.93100
H -1.22001 3.07767 -0.12458
H -1.29038 3.41238 -1.85768
C -1.57249 1.14497 -3.29816
H -2.13711 0.28686 -3.68896
H -0.56550 1.14876 -3.74072
H -2.08673 2.07301 -3.59122
C -3.15503 1.00459 -0.85387
H -3.77487 1.69008 -1.45742
H -3.21776 1.32889 0.19531
H -3.57409 -0.00807 -0.94635
C 3.54985 1.89959 -0.61594
H 4.15859 1.40680 0.15048
H 3.93538 2.91558 -0.75229
H 3.70447 1.37201 -1.56310
C 2.28939 3.53793 0.91262
H 1.40957 4.09462 1.25995
H 2.86332 4.18499 0.24140
H 2.91763 3.27876 1.77320
Ti -2.03045 -2.52143 0.82026
C 0.01487 0.08665 -1.16436
C 1.48822 0.43513 -1.16088
C 2.29261 -0.70209 -0.50372
C 2.41688 -0.53308 1.04266
C 2.15864 0.86653 1.49980
C 0.85975 1.52780 1.53544
C -0.43752 0.68452 1.37393
C -0.47294 -0.42083 0.26837
C -0.37094 -3.14716 1.87898
H -0.10845 -0.75622 -1.86372
H 1.84247 0.67557 -2.16720
H 3.29810 -0.73257 -0.95485
H 1.82774 -1.66977 -0.70469
H 1.81468 -1.25404 1.61437
H 3.45431 -0.79532 1.28991
H 2.95814 1.34220 2.09151
H 0.68882 2.35982 2.21049
H -1.28659 1.37090 1.20244
H -0.68088 0.18624 2.32318
H 0.11287 -1.30082 0.54060
H -1.57847 -0.78356 0.18181
H -0.79138 -3.50114 2.84479
H 0.43539 -2.44434 2.10237
H 0.04309 -4.00775 1.32678
C -3.37674 -6.12106 1.10650
C -2.96143 -4.71568 0.97715
O -3.22718 -3.80155 1.85134
O -2.30266 -4.30034 -0.05333
H -4.19183 -6.20480 1.82983
H -2.52995 -6.72094 1.44922
H -3.70079 -6.45947 0.12268



Record 2
The following is a DFT calculation (ωB97M-V/def2-TZVPD) of a molecular structure, C17H35AsBF6MgN5O22.

Computed properties:
M   885.507 g/mol
Gap between HOMO and LUMO   9.08 eV
Net charge   0
Strongest force on any atom   0.0837 hartree/bohr

CARTESIAN COORDINATES (ANGSTROEM)
Mg -1.05445 -1.91626 1.22176
O 0.60412 -2.58940 0.47631
C 1.47631 -3.29947 0.03004
O 2.22319 -3.02548 -0.91888
B 3.20981 -4.15143 -1.10427
O 2.74996 -5.17821 -0.14358
C 1.78602 -4.71355 0.54123
O 1.17543 -5.23477 1.38194
O 4.54800 -3.68450 -0.78670
C 5.28671 -3.65453 -1.90061
O 6.35100 -3.18943 -2.01876
C 4.45088 -4.34317 -2.99939
O 3.22469 -4.61554 -2.46629
O 4.82154 -4.56916 -4.09008
As -0.15059 1.34340 -0.23860
F 0.32409 2.82317 -0.95245
F -0.97164 2.11772 1.02565
F -0.56431 -0.15083 0.57910
F 0.54177 0.48477 -1.50690
F 1.32695 1.34225 0.59596
F -1.58868 1.34508 -1.13934
C -0.27563 4.41609 -5.26875
N -1.34852 3.39385 -5.35991
O -2.48905 3.79320 -5.30265
O -1.00630 2.19401 -5.40727
H 0.57731 4.00082 -5.79281
H -0.05353 4.59029 -4.22833
H -0.62821 5.32637 -5.73251
C 3.70368 3.00613 -0.93566
N 3.19387 4.01393 0.00484
O 3.42870 3.86120 1.15545
O 2.63092 4.97485 -0.44639
H 4.78248 3.11463 -0.99929
H 3.25196 3.18333 -1.89729
H 3.48085 2.01884 -0.55510
C -0.28226 5.87680 0.56616
N -0.19091 7.00428 1.50093
O 0.21172 6.74483 2.60476
O -0.61849 8.08752 1.13800
H 0.58091 5.24734 0.77293
H -0.26622 6.15754 -0.47074
H -1.10769 5.23491 0.86777
C 1.08342 3.56499 3.08830
N 0.26998 3.42804 4.31091
O 0.00962 4.39027 4.90858
O -0.17027 2.32718 4.56623
H 0.44479 3.61953 2.22090
H 1.65228 2.64187 2.98744
H 1.79127 4.37137 3.17065
C -1.21435 -0.66442 -5.03602
N -1.06728 -2.14578 -4.90509
O -1.85058 -2.83200 -5.57772
O -0.20582 -2.61488 -4.15492
H -0.45917 -0.18295 -4.43416
H -2.20293 -0.47358 -4.63070
H -1.14165 -0.37164 -6.06923
C -1.88447 -2.23267 -1.70990
O -2.22806 -2.13390 -0.30623
C -3.48533 -1.47666 -0.11978
C -3.76269 -1.43942 1.33829
O -2.55929 -1.00716 2.00204
C -2.79377 -0.05488 3.04120
H -1.93504 -1.23784 -2.17067
H -2.58135 -2.86612 -2.27072
H -0.87294 -2.58951 -1.83673
H -4.27250 -2.00681 -0.67030
H -3.47628 -0.46765 -0.54768
H -4.05433 -2.42740 1.71838
H -4.60102 -0.79777 1.59952
H -3.14358 -0.52223 3.96947
H -3.40457 0.77652 2.70818
H -1.82285 0.35587 3.33833
C -2.13326 -4.70615 1.73667
O -1.34776 -3.60041 2.10856
C -0.86748 -3.70091 3.45088
C 0.31094 -2.76006 3.60623
O 0.01370 -1.56422 2.90309
C 0.89031 -0.50675 3.25203
H -1.61679 -5.62798 1.97155
H -2.35106 -4.63661 0.67067
H -3.12615 -4.66055 2.20638
H -0.53004 -4.71223 3.67649
H -1.62634 -3.41178 4.19044
H 1.21277 -3.21345 3.19187
H 0.47074 -2.54845 4.66464
H 1.87840 -0.68308 2.82759
H 0.92715 -0.40705 4.33866
H 0.48724 0.42790 2.87537



Record 3
The following is a DFT calculation (ωB97M-V/def2-TZVPD) of a molecular structure, C17H35BiClIN2OP2.

Computed properties:
M   716.765 g/mol
Relative energy (zero: lowest compared OMol25 entry of this formula, charge and spin)   581.1 kJ/mol
Gap between HOMO and LUMO (alpha / beta)   3.55 / 3.45 eV
Net charge   +2
Strongest force on any atom   0.0565 hartree/bohr

CARTESIAN COORDINATES (ANGSTROEM)
C -0.85852 0.05259 -2.53159
I 1.70785 -0.26185 -1.31918
H -1.76086 0.33231 -3.10348
H -0.72727 0.82110 -1.77417
H -1.03929 -0.90261 -2.05414
Bi 0.23666 0.08736 -4.95327
P 0.43188 2.62747 -3.00689
C 0.01927 3.13522 -1.27053
C 2.08198 3.37100 -3.16162
H 1.98056 4.45970 -3.07558
H -0.29560 4.80803 -3.77107
H 2.50693 3.08447 -4.13035
H -0.67540 3.51431 -4.96550
H 0.74602 2.71367 -0.56169
H 2.71288 2.97731 -2.35930
C -0.65511 3.77875 -3.89931
H 0.04041 4.23861 -1.19282
H -1.67226 3.68630 -3.50169
H -0.98254 2.78046 -0.98751
P 0.36162 -2.69440 -3.03433
C -0.08744 -3.23425 -1.31675
C -0.74327 -3.83714 -3.93680
H 2.37539 -3.28157 -4.20756
H 1.78003 -4.63618 -3.17303
H 2.64514 -3.23276 -2.44343
C 1.95774 -3.55419 -3.22896
H -0.78608 -3.55038 -4.99665
H -0.38477 -4.87425 -3.85497
H -0.00880 -4.33284 -1.23152
H -1.11407 -2.92120 -1.07729
H -1.75579 -3.77007 -3.52407
H 0.58789 -2.77194 -0.58135
Cl 0.58574 0.05456 -7.39647
C 2.61587 1.19913 4.97587
C 1.17474 1.02264 5.42295
N 0.28193 0.43396 4.41557
C 0.29153 -1.05643 4.31079
C -0.92648 -1.71168 4.92631
C -0.12971 1.23719 3.40630
O 0.27336 2.40116 3.29259
C -1.10770 0.63809 2.43314
C -2.40653 0.18746 2.77568
C -3.19562 -0.38222 1.77636
C -2.64520 -0.49589 0.48369
N -1.44910 -0.03374 0.18725
C -0.71700 0.60197 1.10059
H 3.05974 0.24016 4.67465
H 3.18273 1.61436 5.81086
H 2.65566 1.91088 4.14118
H 1.10752 0.35243 6.28162
H 0.76223 2.00234 5.65002
H 0.38194 -1.35415 3.24478
H 1.19923 -1.37888 4.83905
H -1.74745 -1.77034 4.20528
H -0.67000 -2.74080 5.22890
H -1.26960 -1.14382 5.79916
H -2.75205 0.27929 3.79422
H -4.20247 -0.75752 1.95581
H -3.21573 -0.98333 -0.31169
H 0.23723 1.02012 0.80189